A molecular structure, C18H28NO5P2V. Source: the OMol25 dataset; level of theory: ωB97M-V/def2-TZVPD.

Total charge = +2
Calculated total energy = -75096.3918 eV
Molecular weight = 451.316 u
Multiplicity = 3
ΔE to the lowest compared entry with this formula, charge and spin = 40.1 kcal per mole
<S²> = 2.045
E_LUMO (spin up / spin down) = -8.287 / -8.953 eV
Kohn-Sham gap (spin up / spin down) = 0.1753 / 0.1509 Eh

```
55
Properties=species:S:1:pos:R:3:forces:R:3:lowdin_spin:R:1
V -0.1168 -0.2254 -0.3296 -2.28 -2.81 5.16 1.08
P 2.2950 -0.5767 -0.1770 0.49 -0.46 -1.56 0.04
C 2.4127 -1.1221 -1.9374 0.43 2.40 -0.42 0.50
C 1.2199 -1.3032 -2.6703 -1.53 -0.40 -0.94 0.03
N -0.0126 -0.8551 -2.1694 0.46 -1.07 -0.46 0.07
C -1.1848 -1.1892 -2.7853 0.04 -0.40 0.46 0.05
C -1.1993 -2.0591 -3.8672 -0.08 0.26 0.32 0.09
C 0.0003 -2.4775 -4.4339 0.22 0.37 -0.18 0.01
C 1.1931 -2.0083 -3.9006 0.74 0.13 0.55 0.12
C -2.4690 -0.6862 -2.1410 0.00 0.34 0.23 0.01
P -2.1435 0.8920 -1.2049 -0.38 -0.02 -0.92 -0.01
H 2.1742 -2.2250 -4.3254 -0.42 -0.25 -0.10 0.00
H -2.1658 -2.3933 -4.2092 0.01 -0.07 -0.31 0.00
H 0.0059 -3.1273 -5.3080 0.01 0.14 0.21 0.00
H -3.2414 -0.4735 -2.8937 0.20 -0.28 0.12 0.00
H -2.9073 -1.3849 -1.4006 0.34 -0.06 -0.50 0.00
H 2.9107 1.4510 -2.7615 -0.17 0.95 -0.76 0.00
H 3.2799 -0.8318 -2.5622 -0.13 -0.91 0.53 0.02
H 1.0349 3.0226 -1.8065 0.57 0.14 -0.26 0.00
O 2.8775 2.3943 -3.0377 -1.38 -0.50 -0.78 0.00
H 2.2702 2.4795 -3.8411 1.39 -0.46 1.53 0.00
H 0.1338 1.1393 -0.4108 0.97 3.65 -0.83 -0.03
O 0.3258 3.3386 -1.2429 0.53 -0.44 2.51 -0.01
H 0.7272 3.3016 -0.3043 -0.93 0.36 -2.20 0.00
C -2.2424 2.1199 -2.5529 0.45 0.20 0.11 0.00
H -3.2037 1.9692 -3.0763 0.40 0.10 0.28 0.00
H -2.1706 3.1358 -2.1327 -0.05 -0.39 -0.20 0.00
H -1.4039 1.9865 -3.2570 -0.35 0.05 0.27 0.00
C -3.6466 1.1587 -0.2189 0.25 -0.08 0.46 0.00
H -3.4523 2.0001 0.4655 -0.20 -0.27 -0.21 0.00
H -4.5140 1.3839 -0.8631 0.45 -0.09 0.18 0.00
H -3.8449 0.2550 0.3778 -0.01 0.35 -0.10 0.00
C 2.5410 -2.2665 0.4268 -0.29 -0.23 0.54 0.03
H 3.5994 -2.5053 0.2919 -0.12 -0.08 0.15 0.00
H 2.2198 -2.3774 1.4657 0.18 -0.10 -0.10 0.00
H 1.9536 -2.9242 -0.2253 0.07 -0.02 0.34 0.00
C 3.7564 0.3827 0.2735 0.13 0.36 0.20 0.00
H 3.6372 0.7203 1.3122 -0.01 -0.07 -0.21 0.00
H 4.6538 -0.2440 0.2231 -0.22 0.02 -0.07 0.00
H 3.9025 1.2713 -0.3535 -0.19 -0.20 0.09 0.00
O -0.5726 2.2728 4.1336 0.04 -0.99 -1.12 0.00
C -0.6368 1.0060 4.5923 0.41 -0.28 0.53 0.00
C -0.7494 0.8006 5.9697 -0.14 -0.30 0.40 0.00
C -0.7749 -0.4948 6.4886 -0.08 0.17 -0.30 0.00
C -0.7030 -1.6203 5.6541 0.02 -0.48 -0.89 0.00
C -0.6101 -1.4450 4.2764 0.17 -0.04 0.89 0.00
C -0.5364 -0.1469 3.7618 -0.34 0.97 -0.94 0.00
C -0.4424 0.0435 2.3101 0.15 0.89 2.75 0.00
O -0.5641 -1.0261 1.6012 0.57 0.88 -3.88 -0.01
O -0.2246 1.2208 1.8474 -0.20 -2.33 -2.07 -0.01
H -0.4347 2.1577 3.1400 -0.13 0.63 1.27 0.00
H -0.8195 1.6692 6.6257 0.04 -0.26 -0.20 0.00
H -0.8697 -0.6569 7.5602 0.06 0.19 -0.18 0.00
H -0.7211 -2.6475 6.0307 -0.04 0.55 0.14 0.00
H -0.5470 -2.2793 3.5720 -0.09 0.23 0.47 0.00
```
Forces are in eV/Å.